# 1
{
  "formula": "C3H6N2O",
  "method": "ωB97M-V/def2-TZVPD",
  "species": ["C", "N", "N", "C", "C", "O", "H", "H", "H", "H", "H", "H"],
  "coordinates": [[1.27, 1.24, -0.55], [0.59, -0.02, -0.81], [-0.61, -0.20, -0.10], [-1.17, -1.58, 0.59], [-1.08, -0.18, 1.13], [-1.59, 0.44, 1.99], [2.38, 0.93, -0.76], [0.95, 2.15, -1.16], [1.26, 1.44, 0.61], [0.34, 0.08, -1.84], [-0.40, -2.33, 1.04], [-1.93, -1.95, -0.14]],
  "lowdin_charge": [-0.14, -0.11, 0.00, 0.06, -0.56, 0.11, 0.10, 0.09, 0.11, 0.14, 0.12, 0.10],
  "e_above_lowest_kj_mol": 467.4,
  "largest_force_ev_per_a": 3.2,
  "smiles": "CNN1CC1=O",
  "mol_weight_g_mol": 86.094
}

# 2
{
  "formula": "C3H6N2O",
  "method": "ωB97M-V/def2-TZVPD",
  "species": ["C", "C", "N", "N", "C", "O", "H", "H", "H", "H", "H", "H"],
  "coordinates": [[-1.82, 0.96, 0.73], [0.16, -0.21, 0.21], [-0.84, 0.52, -0.25], [1.11, -0.57, -0.69], [2.19, -1.29, -0.17], [3.14, -1.66, -0.81], [-2.33, 1.87, 0.40], [-1.27, 1.16, 1.65], [-2.55, 0.17, 0.94], [-0.97, 0.82, -1.22], [1.16, -0.33, -1.68], [2.03, -1.45, 0.91]],
  "lowdin_charge": [-0.11, -0.14, -0.10, 0.01, -0.34, 0.04, 0.08, 0.07, 0.08, 0.13, 0.15, 0.12],
  "e_above_lowest_kj_mol": 190.4,
  "largest_force_ev_per_a": 0.5,
  "mol_weight_g_mol": 86.094
}

# 3
{
  "formula": "C3H6N2O",
  "method": "ωB97M-V/def2-TZVPD",
  "species": ["C", "C", "N", "N", "C", "O", "H", "H", "H", "H", "H", "H"],
  "coordinates": [[0.14, 1.98, 0.81], [-0.10, 0.90, 0.03], [0.38, -0.20, 0.25], [-0.13, -1.16, -0.55], [0.20, -2.46, -0.61], [0.04, -3.14, -1.62], [-0.34, 2.92, 0.45], [-0.32, 1.86, 1.89], [1.14, 2.11, 1.25], [-1.07, 0.83, -0.80], [-0.57, -0.84, -1.38], [0.63, -2.80, 0.30]],
  "lowdin_charge": [-0.12, -0.31, 0.05, -0.02, -0.33, 0.01, 0.10, 0.13, 0.09, 0.19, 0.11, 0.12],
  "e_above_lowest_kj_mol": 306.2,
  "largest_force_ev_per_a": 7.6,
  "smiles": "C/C=N/NC=O",
  "mol_weight_g_mol": 86.094
}

# 4
{
  "formula": "C3H6N2O",
  "method": "ωB97M-V/def2-TZVPD",
  "species": ["H", "N", "C", "C", "O", "N", "C", "H", "H", "H", "H", "H"],
  "coordinates": [[-0.41, -0.81, -1.68], [-1.39, -0.75, -1.25], [-0.88, 0.02, -0.37], [-1.58, 0.76, 0.72], [-0.99, 1.59, 1.38], [0.53, 0.18, -0.60], [1.46, -0.51, 0.28], [-2.65, 0.54, 0.89], [0.80, 1.11, -0.86], [0.97, -1.39, 0.71], [1.81, 0.14, 1.08], [2.32, -0.87, -0.31]],
  "lowdin_charge": [0.09, 0.18, -0.42, -0.19, 0.06, -0.11, -0.10, 0.12, 0.12, 0.09, 0.08, 0.08],
  "e_above_lowest_kj_mol": 261.1,
  "largest_force_ev_per_a": 2.5,
  "smiles": "[H]/N=C(/C=O)NC",
  "mol_weight_g_mol": 86.094
}

# 5
{
  "formula": "C3H6N2O",
  "method": "ωB97M-V/def2-TZVPD",
  "species": ["N", "C", "C", "N", "C", "O", "H", "H", "H", "H", "H", "H"],
  "coordinates": [[-2.54, -0.59, 1.25], [-1.42, -0.49, 0.98], [-0.02, -0.37, 0.55], [0.29, -1.42, -0.42], [0.21, 1.07, 0.02], [1.51, 1.20, -0.50], [0.63, -0.49, 1.43], [-0.53, -1.89, -0.77], [0.80, -1.04, -1.22], [-0.56, 1.32, -0.73], [0.11, 1.77, 0.85], [1.50, 0.93, -1.43]],
  "lowdin_charge": [0.16, -0.19, -0.37, 0.06, -0.23, -0.05, 0.14, 0.08, 0.06, 0.13, 0.13, 0.09],
  "e_above_lowest_kj_mol": 152.8,
  "largest_force_ev_per_a": 1.1,
  "smiles": "N#C[C@@H](N)CO",
  "mol_weight_g_mol": 86.094
}

# 6
{
  "formula": "C3H6N2O2",
  "method": "ωB97M-V/def2-TZVPD",
  "species": ["H", "N", "C", "O", "C", "C", "N", "O", "H", "H", "H", "H", "H"],
  "coordinates": [[2.12, -0.13, -1.93], [1.44, -0.29, -1.20], [1.68, 0.44, -0.18], [0.96, 0.38, 0.95], [-0.06, -0.62, 0.99], [-1.41, -0.25, 0.44], [-1.53, 0.75, -0.48], [-2.36, -0.84, 0.93], [2.48, 1.18, -0.09], [0.32, -1.54, 0.52], [-0.39, -0.86, 2.01], [-2.47, 0.89, -0.81], [-0.79, 0.90, -1.14]],
  "lowdin_charge": [0.06, 0.11, -0.31, -0.04, -0.11, -0.52, 0.18, 0.05, 0.14, 0.13, 0.14, 0.11, 0.08],
  "e_above_lowest_kj_mol": 135.5,
  "largest_force_ev_per_a": 1.1,
  "smiles": "[H]/N=C/OCC(N)=O",
  "mol_weight_g_mol": 102.093
}

# 7
{
  "formula": "C3H6N2O2",
  "method": "ωB97M-V/def2-TZVPD",
  "species": ["C", "C", "C", "N", "N", "O", "O", "H", "H", "H", "H", "H", "H"],
  "coordinates": [[0.04, 1.09, 0.40], [-0.46, -0.32, 0.21], [0.34, -1.35, -0.52], [0.25, -1.36, 0.91], [-0.33, -2.35, 1.65], [0.02, -3.48, 1.40], [-1.09, -2.00, 2.52], [1.13, 1.10, 0.42], [-0.34, 1.49, 1.33], [-0.31, 1.71, -0.42], [-1.54, -0.42, 0.19], [-0.17, -2.14, -1.05], [1.31, -1.09, -0.91]],
  "lowdin_charge": [-0.04, -0.28, -0.04, 0.00, -0.44, 0.09, 0.09, 0.08, 0.08, 0.08, 0.15, 0.12, 0.12],
  "e_above_lowest_kj_mol": 553.5,
  "largest_force_ev_per_a": 1.6,
  "smiles": "C[C@H]1CN1[N+](=O)[O-]",
  "mol_weight_g_mol": 102.093
}

# 8
{
  "formula": "C3H6N2O2",
  "method": "ωB97M-V/def2-TZVPD",
  "species": ["O", "N", "C", "N", "O", "C", "C", "H", "H", "H", "H", "H", "H"],
  "coordinates": [[-2.89, 0.57, 0.11], [-1.64, 0.37, -0.02], [-0.86, 1.39, -0.34], [0.70, 0.88, -0.51], [1.49, 1.27, 0.59], [0.49, -0.55, -0.29], [-0.92, -0.83, 0.42], [-0.96, 2.46, -0.48], [1.83, 2.12, 0.20], [1.19, -0.99, 0.31], [0.63, -1.16, -1.13], [-1.50, -1.61, -0.08], [-0.70, -0.98, 1.53]],
  "lowdin_charge": [-0.08, -0.29, 0.08, -0.14, -0.08, -0.16, -0.04, 0.13, 0.12, 0.08, 0.09, 0.12, 0.16],
  "e_above_lowest_kj_mol": 681.2,
  "largest_force_ev_per_a": 5.3,
  "smiles": "[O-][N+]1=CN(O)CC1",
  "mol_weight_g_mol": 102.093
}

# 9
{
  "formula": "C3H6N2O2",
  "method": "ωB97M-V/def2-TZVPD",
  "species": ["C", "C", "C", "N", "N", "O", "O", "H", "H", "H", "H", "H", "H"],
  "coordinates": [[0.98, 1.20, -0.73], [0.81, 0.95, 0.57], [-0.49, 0.52, 0.96], [-2.81, -0.49, 0.50], [1.11, -1.87, -0.42], [-3.64, -0.29, -0.30], [-1.50, 0.34, 0.23], [2.05, 1.47, -0.84], [0.32, 1.39, -1.62], [1.55, 0.96, 1.37], [-0.76, 0.51, 2.00], [1.28, -1.85, -1.46], [1.10, -2.86, -0.24]],
  "lowdin_charge": [-0.01, -0.19, -0.23, 0.00, 0.12, 0.02, -0.07, 0.06, 0.09, 0.11, 0.11, 0.01, -0.03],
  "e_above_lowest_kj_mol": 901.2,
  "largest_force_ev_per_a": 3.6,
  "mol_weight_g_mol": 102.093
}

# 10
{
  "formula": "C3H6N2O2",
  "method": "ωB97M-V/def2-TZVPD",
  "species": ["H", "N", "C", "O", "C", "O", "N", "C", "H", "H", "H", "H", "H"],
  "coordinates": [[1.68, 1.92, -0.47], [0.71, 2.09, -0.15], [0.02, 1.05, -0.16], [-1.26, 1.10, 0.24], [-1.91, -0.14, -0.05], [-0.81, -1.01, -0.32], [0.33, -0.31, -0.51], [1.38, -1.00, 0.20], [-2.50, -0.43, 0.85], [-2.53, 0.03, -0.92], [1.85, -1.71, -0.39], [2.06, -0.21, 0.56], [0.97, -1.40, 1.14]],
  "lowdin_charge": [0.07, 0.17, -0.49, 0.04, -0.11, -0.07, -0.11, -0.02, 0.15, 0.13, 0.06, 0.10, 0.11],
  "e_above_lowest_kj_mol": 388.1,
  "largest_force_ev_per_a": 3.9,
  "smiles": "[H]/N=C1/OCON1C",
  "mol_weight_g_mol": 102.093
}

# 11
{
  "formula": "C3H6N2O2",
  "method": "ωB97M-V/def2-TZVPD",
  "species": ["H", "N", "C", "N", "C", "O", "O", "C", "H", "H", "H", "H", "H"],
  "coordinates": [[1.96, 1.10, 0.05], [1.05, 1.45, -0.06], [0.09, 0.60, 0.17], [-1.26, 0.96, 0.19], [-2.38, 0.08, 0.02], [-2.30, -1.15, -0.04], [0.29, -0.78, 0.26], [1.58, -1.09, -0.06], [-1.55, 1.89, -0.32], [-3.42, 0.60, -0.01], [1.86, -2.19, -0.35], [2.12, -1.02, 1.00], [1.96, -0.44, -0.84]],
  "lowdin_charge": [0.00, 0.14, -0.44, 0.09, -0.27, 0.03, -0.08, -0.15, 0.19, 0.15, 0.13, 0.14, 0.07],
  "e_above_lowest_kj_mol": 297.2,
  "largest_force_ev_per_a": 5.4,
  "smiles": "[H]/N=C(/NC=O)OC",
  "mol_weight_g_mol": 102.093
}

# 12
{
  "formula": "C3H6N2O2",
  "method": "ωB97M-V/def2-TZVPD",
  "species": ["N", "C", "N", "C", "O", "C", "O", "H", "H", "H", "H", "H", "H"],
  "coordinates": [[0.75, 0.28, -1.88], [0.88, -0.64, -0.76], [0.54, -0.45, 0.59], [-0.73, -0.37, 0.97], [-1.43, 1.21, 0.67], [-1.22, 0.76, 1.82], [-1.29, 1.11, 2.93], [0.68, 1.28, -1.76], [-0.10, -0.02, -2.38], [1.98, -0.86, -0.72], [0.41, -1.50, -1.06], [1.04, 0.29, 0.99], [-1.49, -1.10, 0.58]],
  "lowdin_charge": [0.03, -0.31, 0.02, -0.03, 0.11, -0.65, 0.15, 0.07, 0.08, 0.13, 0.10, 0.13, 0.17],
  "e_above_lowest_kj_mol": 319.3,
  "largest_force_ev_per_a": 4.3,
  "smiles": "NCN[C@@H]1OC1=O",
  "mol_weight_g_mol": 102.093
}

# 13
{
  "formula": "C3H6N2O2",
  "method": "ωB97M-V/def2-TZVPD",
  "species": ["C", "N", "N", "C", "O", "C", "O", "H", "H", "H", "H", "H", "H"],
  "coordinates": [[2.61, -0.01, 0.02], [1.72, -0.81, -0.39], [0.39, -0.54, -0.31], [-0.27, 0.55, 0.15], [0.23, 1.55, 0.63], [-1.79, 0.41, -0.02], [-2.23, -0.91, -0.24], [2.44, 0.96, 0.46], [3.63, -0.35, -0.10], [-0.18, -1.28, -0.72], [-2.28, 0.87, 0.84], [-2.07, 0.98, -0.91], [-2.22, -1.40, 0.60]],
  "lowdin_charge": [-0.03, -0.02, 0.03, -0.45, 0.06, -0.16, -0.06, 0.06, 0.06, 0.14, 0.13, 0.13, 0.10],
  "e_above_lowest_kj_mol": 250.0,
  "largest_force_ev_per_a": 0.7,
  "smiles": "C=NNC(=O)CO",
  "mol_weight_g_mol": 102.093
}

# 14
{
  "formula": "C3H6N2O2",
  "method": "ωB97M-V/def2-TZVPD",
  "species": ["H", "N", "C", "O", "C", "C", "N", "O", "H", "H", "H", "H", "H"],
  "coordinates": [[-0.23, -2.96, -0.85], [-0.36, -1.97, -0.64], [-0.49, -1.81, 0.60], [-0.70, -0.61, 1.18], [-0.68, 0.51, 0.32], [0.72, 1.12, 0.24], [0.85, 2.02, -0.79], [1.59, 0.91, 1.05], [-0.47, -2.57, 1.38], [-1.06, 0.24, -0.67], [-1.36, 1.25, 0.76], [1.78, 2.39, -0.92], [0.27, 1.94, -1.61]],
  "lowdin_charge": [0.05, 0.11, -0.30, -0.05, -0.13, -0.51, 0.15, 0.08, 0.14, 0.11, 0.14, 0.11, 0.10],
  "e_above_lowest_kj_mol": 130.1,
  "largest_force_ev_per_a": 0.5,
  "smiles": "[H]/N=C/OCC(N)=O",
  "mol_weight_g_mol": 102.093
}

# 15
{
  "formula": "C3H6N2O2",
  "method": "ωB97M-V/def2-TZVPD",
  "species": ["H", "N", "C", "N", "C", "O", "C", "O", "H", "H", "H", "H", "H"],
  "coordinates": [[-0.99, 2.85, 0.84], [-1.12, 1.94, 0.42], [-0.16, 1.17, 0.78], [0.01, 0.02, -0.09], [-1.05, -0.27, -1.02], [0.49, -0.95, 0.75], [1.65, -1.49, 0.39], [2.10, -1.30, -0.71], [0.63, 1.14, 1.52], [-0.96, 0.55, -1.86], [-0.64, -1.13, -1.64], [-2.08, -0.41, -0.56], [2.12, -2.11, 1.18]],
  "lowdin_charge": [0.04, 0.10, -0.19, -0.20, -0.08, -0.04, -0.32, 0.08, 0.13, 0.13, 0.10, 0.10, 0.15],
  "e_above_lowest_kj_mol": 401.5,
  "largest_force_ev_per_a": 3.7,
  "smiles": "[H]/N=C/N(C)OC=O",
  "mol_weight_g_mol": 102.093
}

# 16
{
  "formula": "C3H6N2O2",
  "method": "ωB97M-V/def2-TZVPD",
  "species": ["H", "N", "C", "O", "C", "C", "N", "O", "H", "H", "H", "H", "H"],
  "coordinates": [[-1.17, -2.95, 0.98], [-0.79, -2.17, 1.52], [-0.04, -1.42, 0.82], [0.55, -0.36, 1.49], [0.42, 0.82, 0.75], [0.36, 0.57, -0.76], [-0.47, 1.28, -1.53], [1.17, -0.13, -1.37], [0.59, -1.53, -0.28], [-0.45, 1.40, 1.10], [1.34, 1.40, 0.90], [-0.45, 1.17, -2.54], [-1.07, 1.92, -1.07]],
  "lowdin_charge": [0.05, 0.12, -0.30, -0.08, -0.13, -0.54, 0.18, 0.00, 0.19, 0.13, 0.14, 0.13, 0.10],
  "e_above_lowest_kj_mol": 265.6,
  "largest_force_ev_per_a": 4.0,
  "smiles": "[H]/N=C/OCC(N)=O",
  "mol_weight_g_mol": 102.093
}

# 17
{
  "formula": "C3H6N2O2",
  "method": "ωB97M-V/def2-TZVPD",
  "species": ["N", "C", "O", "C", "N", "C", "O", "H", "H", "H", "H", "H", "H"],
  "coordinates": [[-1.52, -0.58, 1.60], [-0.17, -0.64, 1.32], [0.74, -0.51, 2.09], [0.17, -1.00, -0.18], [0.74, 0.22, -0.78], [0.09, 0.80, -1.81], [0.33, 1.84, -2.37], [-1.90, -1.10, 2.38], [-2.19, -0.01, 1.13], [-0.80, -1.30, -0.57], [0.81, -1.87, -0.28], [1.26, 0.66, -0.04], [-0.78, 0.20, -2.17]],
  "lowdin_charge": [0.14, -0.50, 0.09, -0.10, 0.05, -0.39, 0.02, 0.10, 0.10, 0.10, 0.12, 0.14, 0.13],
  "e_above_lowest_kj_mol": 167.4,
  "largest_force_ev_per_a": 2.3,
  "smiles": "NC(=O)CNC=O",
  "mol_weight_g_mol": 102.093
}

# 18
{
  "formula": "C3H6N2O2",
  "method": "ωB97M-V/def2-TZVPD",
  "species": ["H", "N", "C", "C", "N", "O", "C", "O", "H", "H", "H", "H", "H"],
  "coordinates": [[-1.13, -2.26, -0.17], [-1.60, -1.37, -0.21], [-0.80, -0.37, 0.01], [-1.15, 1.12, 0.01], [0.62, -0.61, 0.16], [1.15, -1.84, 0.13], [1.37, 0.51, 0.14], [2.54, 0.29, -0.27], [-0.77, 1.83, -0.73], [-0.85, 1.55, 0.83], [-2.26, 1.15, -0.09], [2.17, -1.44, -0.14], [0.70, 1.44, 0.32]],
  "lowdin_charge": [0.04, 0.15, -0.32, -0.05, -0.17, 0.02, -0.22, -0.01, 0.11, 0.01, 0.11, 0.21, 0.14],
  "e_above_lowest_kj_mol": 465.6,
  "largest_force_ev_per_a": 6.3,
  "smiles": "[H]/N=C(/C)N(O)C=O",
  "mol_weight_g_mol": 102.093
}

# 19
{
  "formula": "C3H6N2O2",
  "method": "ωB97M-V/def2-TZVPD",
  "species": ["C", "C", "C", "N", "N", "O", "O", "H", "H", "H", "H", "H", "H"],
  "coordinates": [[1.33, -0.94, 1.26], [0.15, -0.95, 0.36], [-0.79, 1.19, -1.08], [-0.77, -2.20, -1.42], [-0.31, -2.07, -0.27], [-0.02, -0.69, 1.68], [0.40, 0.79, -0.49], [1.71, -1.82, 1.71], [1.79, 0.08, 1.14], [-0.53, 2.04, -1.74], [-1.69, 1.63, -0.47], [-1.17, 0.41, -1.70], [-1.04, -3.30, -1.51]],
  "lowdin_charge": [-0.03, -0.33, -0.22, 0.05, 0.01, 0.03, -0.13, 0.11, 0.13, 0.09, 0.11, 0.05, 0.15],
  "s2": 2.060,
  "e_above_lowest_kj_mol": 433.8,
  "multiplicity": 3,
  "largest_force_ev_per_a": 4.6,
  "mol_weight_g_mol": 102.093
}

# 20
{
  "formula": "C3H6N2O2S",
  "method": "ωB97M-V/def2-TZVPD",
  "species": ["C", "N", "C", "S", "O", "C", "N", "O", "H", "H", "H", "H", "H", "H"],
  "coordinates": [[-0.78, 1.03, 1.08], [-0.81, 0.39, -0.19], [-1.66, -0.43, -0.75], [-3.08, -1.05, -0.16], [0.22, 0.86, -0.98], [1.38, 0.09, -0.92], [1.36, -0.79, -0.02], [2.59, -1.46, 0.21], [0.46, 1.00, 1.41], [-1.58, 0.22, 1.76], [-1.34, 2.21, 0.92], [-1.41, -0.62, -1.86], [2.15, 0.62, -1.52], [2.51, -2.09, 1.01]],
  "lowdin_charge": [-0.08, -0.35, -0.71, 0.56, -0.07, -0.16, 0.02, -0.07, 0.15, 0.14, 0.16, 0.11, 0.16, 0.14],
  "e_above_lowest_kj_mol": 709.1,
  "largest_force_ev_per_a": 4.2,
  "smiles": "CN(C=S)O/C=N/O",
  "mol_weight_g_mol": 134.160
}